Entry 1:
This record from the OMol25 dataset describes a cluster of 2 separate species, C3H9NOP in total. The level of theory is ωB97M-V/def2-TZVPD.

Positions of all 15 atoms, in Å:
C (1.145, 1.471, 0.668)
C (2.053, -0.160, -0.815)
C (-1.194, -1.195, 0.866)
N (1.076, 0.367, 0.028)
O (-2.054, -0.296, 0.861)
P (-2.926, 0.618, -0.340)
H (0.352, 1.729, 1.259)
H (2.037, 2.145, 0.692)
H (2.305, -1.199, -0.312)
H (2.979, 0.467, -0.754)
H (1.617, -0.270, -1.882)
H (-0.989, -1.988, -0.007)
H (-0.555, -1.307, 1.771)
H (-3.937, 0.860, 0.551)
H (-3.483, -0.424, -1.071)

Calculated values
Relative energy (zero: lowest compared OMol25 entry of this formula, charge and spin) in eV: 3.108
LUMO energy in eV: -5.471
Frontier orbital gap in eV: 8.05
Energy in eV: -16072.793
Total charge: +1

=====

Entry 2:
This record from the OMol25 dataset describes a cluster of 2 separate species, C3H9NOS in total. The level of theory is ωB97M-V/def2-TZVPD.

Positions of all 15 atoms, in Å:
C (0.799, 1.377, 1.298)
C (-0.609, 1.363, 1.830)
S (-1.445, -0.202, 1.472)
H (1.343, 0.523, 1.703)
H (0.795, 1.338, 0.207)
H (1.277, 2.331, 1.553)
H (-1.219, 2.194, 1.469)
H (-0.574, 1.500, 2.917)
H (-2.665, 0.194, 2.006)
C (0.149, -2.007, -2.963)
N (0.661, -1.681, -1.750)
O (0.735, -2.520, -3.890)
H (-0.928, -1.786, -3.013)
H (0.032, -1.117, -1.192)
H (1.649, -1.507, -1.648)

Calculated values
Relative energy (zero: lowest compared OMol25 entry of this formula, charge and spin) in eV: 0.462
LUMO energy (spin up / spin down) in eV: 3.490 / 3.335
Frontier orbital gap (spin up / spin down) in eV: 2.71 / 8.44
Energy in eV: -17629.038
Total charge: -1
⟨S²⟩: 0.751
Multiplicity: 2